Model A:
DFT (ωB97M-V with the def2-TZVPD basis set) results for one molecule with the formula C4H9NO.

ORCA input file:
```
! RIJCOSX wB97M-V def2-TZVPD def2/J DEFGRID3
* xyz 0 1
H 1.182 -1.824 1.996
N 0.814 -1.208 1.277
C -0.259 -0.666 1.677
O -0.983 0.194 0.960
C -0.548 0.563 -0.371
C 0.779 1.318 -0.360
C -0.549 -0.621 -1.336
H -0.741 -0.820 2.649
H -1.345 1.255 -0.660
H 0.840 1.958 -1.248
H 1.627 0.630 -0.359
H 0.852 1.959 0.524
H -1.378 -1.300 -1.116
H 0.384 -1.184 -1.274
H -0.676 -0.254 -2.360
*
```

- highest occupied orbital energy (eV) = -10.037

Results of the natural (NBO) charge analysis, in e, for atoms 1 through 6:
1 H 0.352
2 N -0.740
3 C 0.416
4 O -0.501
5 C 0.096
6 C -0.641


Model B:
DFT (ωB97M-V with the def2-TZVPD basis set) results for one molecule with the formula C4H9NO.

ORCA input file:
```
! RIJCOSX wB97M-V def2-TZVPD def2/J DEFGRID3
* xyz 0 1
C 1.673 0.465 0.355
C 0.498 -0.056 -0.799
C -0.890 -0.093 -0.212
C -1.590 -1.351 0.265
N -1.431 1.026 0.103
O -0.581 2.091 -0.123
H 1.874 1.481 0.816
H 1.560 -0.145 1.256
H 2.637 0.258 -0.098
H 0.485 0.641 -1.653
H 0.748 -1.048 -1.219
H -1.815 -1.215 1.328
H -2.541 -1.556 -0.239
H -0.956 -2.237 0.168
H 0.330 1.739 0.053
*
```

- highest occupied orbital energy (eV) = -9.197

Results of the natural (NBO) charge analysis, in e, for atoms 1 through 6:
1 C -0.680
2 C -0.464
3 C 0.178
4 C -0.656
5 N -0.104
6 O -0.581


Energy comparison, zero being the most stable, in kcal/mol: model A 0.0; model B 57.1.


Model A:
DFT (ωB97M-V with the def2-TZVPD basis set) results for one molecule with the formula C4H9NO.

ORCA input file:
```
! RIJCOSX wB97M-V def2-TZVPD def2/J DEFGRID3
* xyz 0 1
C -0.997 -1.584 -0.587
C -0.477 -0.424 -0.223
C -0.994 0.980 -0.928
N 0.168 0.038 0.866
C 1.324 0.914 0.745
O 0.629 -1.276 1.608
H -0.837 -2.475 -0.005
H -1.624 -1.649 -1.459
H -1.197 1.803 -0.249
H -0.227 1.254 -1.650
H -1.922 0.726 -1.430
H 1.825 0.909 1.711
H 0.987 1.927 0.539
H 2.029 0.589 -0.029
H 1.313 -1.734 1.090
*
```

- highest occupied orbital energy (eV) = -8.691

Results of the natural (NBO) charge analysis, in e, for atoms 1 through 6:
1 C -0.500
2 C 0.184
3 C -0.645
4 N -0.132
5 C -0.432
6 O -0.626


Model B:
DFT (ωB97M-V with the def2-TZVPD basis set) results for one molecule with the formula C4H9NO.

ORCA input file:
```
! RIJCOSX wB97M-V def2-TZVPD def2/J DEFGRID3
* xyz 0 1
C 0.589 1.671 0.094
C 0.461 -0.312 1.339
O -0.571 -0.372 1.972
C 0.454 0.131 -0.092
C -0.500 -1.890 -0.775
N -0.819 -0.385 -0.627
H -0.177 2.097 0.759
H 1.561 1.928 0.545
H 0.538 2.146 -0.881
H 1.455 -0.307 1.812
H -1.496 -0.257 0.138
H 1.251 -0.283 -0.716
H -1.358 -2.434 -0.379
H -0.393 -2.061 -1.853
H -1.149 0.146 -1.444
*
```

- highest occupied orbital energy (eV) = -6.634

Results of the natural (NBO) charge analysis, in e, for atoms 1 through 6:
1 C -0.648
2 C 0.459
3 O -0.557
4 C -0.145
5 C -0.764
6 N -0.541


Model C:
DFT (ωB97M-V with the def2-TZVPD basis set) results for one molecule with the formula C4H9NO.

ORCA input file:
```
! RIJCOSX wB97M-V def2-TZVPD def2/J DEFGRID3
* xyz 0 1
C -1.213 -0.872 0.340
N -0.285 0.251 0.386
C -0.889 1.451 -0.178
C 0.885 -0.160 -0.390
C 2.083 -0.526 0.423
O 3.211 -0.384 0.017
H -1.236 -1.261 -0.684
H -2.217 -0.577 0.657
H -0.857 -1.668 1.002
H -1.833 1.660 0.336
H -0.220 2.303 -0.026
H -1.094 1.352 -1.260
H 1.181 0.599 -1.120
H 0.658 -1.122 -0.871
H 1.825 -1.044 1.368
*
```

- highest occupied orbital energy (eV) = -9.078

Results of the natural (NBO) charge analysis, in e, for atoms 1 through 6:
1 C -0.415
2 N -0.434
3 C -0.412
4 C -0.343
5 C 0.446
6 O -0.519


Energy comparison, zero being the most stable, in kcal/mol: model A 46.9; model B 54.0; model C 0.0.


Model A:
DFT (ωB97M-V with the def2-TZVPD basis set) results for a 2-piece molecular cluster, C5H12N2O overall.

ORCA input file:
```
! RIJCOSX wB97M-V def2-TZVPD def2/J DEFGRID3
* xyz 0 1
C -0.283 -0.820 -1.750
N -0.060 -2.006 -0.959
C 0.872 -1.817 0.130
C 0.429 -0.853 1.219
C 0.777 0.580 1.109
N 1.537 -0.315 1.997
H -0.879 -0.070 -1.233
H 0.720 -0.450 -2.040
H -0.780 -1.075 -2.701
H -0.937 -2.425 -0.646
H 1.825 -1.453 -0.272
H 1.069 -2.789 0.587
H -0.507 -1.097 1.756
H 1.343 0.951 0.260
H 0.107 1.308 1.570
H 1.258 -0.129 2.954
C -1.624 3.123 -0.484
O -1.281 2.085 -1.023
H -1.938 3.162 0.566
H -1.650 4.092 -1.040
*
```

- highest occupied orbital energy (eV) = -8.239

Results of the natural (NBO) charge analysis, in e, for atoms 1 through 6:
1 C -0.421
2 N -0.630
3 C -0.222
4 C -0.106
5 C -0.264
6 N -0.596


Model B:
DFT (ωB97M-V with the def2-TZVPD basis set) results for C5H12N2O as an isolated structure.

ORCA input file:
```
! RIJCOSX wB97M-V def2-TZVPD def2/J DEFGRID3
* xyz 0 1
C 0.573 0.451 -0.066
C -1.256 -0.304 -0.341
C 0.691 -1.729 0.962
C 0.624 1.425 -1.206
C -2.010 0.481 0.711
N 0.605 -0.961 -0.283
N 2.519 -0.189 -0.209
O 3.170 0.102 -1.135
H 0.572 0.839 0.947
H -1.379 0.054 -1.355
H -1.516 -1.356 -0.296
H 1.346 -1.256 1.701
H -0.292 -1.867 1.433
H 1.086 -2.714 0.721
H -0.212 2.131 -1.179
H 0.603 0.890 -2.157
H 1.552 2.004 -1.183
H -1.839 1.555 0.643
H -1.753 0.150 1.718
H -3.083 0.294 0.574
*
```

- highest occupied orbital energy (alpha / beta) (eV) = -6.245 / -7.162

Results of the natural (NBO) charge analysis, in e, for atoms 1 through 6:
1 C -0.026
2 C -0.197
3 C -0.442
4 C -0.661
5 C -0.649
6 N -0.420


Energy comparison, zero being the most stable, in kcal/mol: model A 0.0; model B 104.4.


Model A:
DFT (ωB97M-V with the def2-TZVPD basis set) results for one molecule with the formula C5H12N2O.

ORCA input file:
```
! RIJCOSX wB97M-V def2-TZVPD def2/J DEFGRID3
* xyz 0 1
C 2.888 2.283 -0.507
N 2.027 1.153 -0.848
C 0.982 0.870 0.121
C 0.593 -0.651 0.112
N -0.702 -0.920 -0.472
C -1.915 -1.014 0.137
C -1.961 -1.207 1.631
O -2.935 -0.964 -0.533
H 3.212 2.822 -1.398
H 3.776 1.991 0.050
H 2.310 2.944 0.138
H 2.578 0.359 -1.139
H 0.138 1.445 -0.244
H 1.207 1.140 1.160
H 0.691 -1.109 1.088
H 1.325 -1.032 -0.598
H -0.784 -0.772 -1.467
H -2.984 -1.492 1.828
H -1.702 -0.320 2.204
H -1.336 -2.062 1.916
*
```

- highest occupied orbital energy (eV) = -8.898

Results of the natural (NBO) charge analysis, in e, for atoms 1 through 6:
1 C -0.409
2 N -0.642
3 C -0.232
4 C -0.219
5 N -0.617
6 C 0.676


Model B:
DFT (ωB97M-V with the def2-TZVPD basis set) results for one molecule with the formula C5H12N2O.

ORCA input file:
```
! RIJCOSX wB97M-V def2-TZVPD def2/J DEFGRID3
* xyz 0 1
C 1.206 0.108 2.268
C 0.020 0.808 1.638
N -1.044 -0.107 1.134
C -1.012 -0.726 -0.106
O -1.595 -1.789 -0.213
C -0.522 0.163 -1.243
C 0.975 -0.054 -1.562
N -1.461 -0.045 -2.343
H 1.506 -0.700 1.608
H 2.060 0.812 2.233
H 1.039 -0.145 3.314
H -0.542 1.484 2.287
H 0.392 1.326 0.765
H -1.385 -0.746 1.838
H -0.625 1.226 -1.004
H 1.494 -0.667 -0.819
H 1.543 0.850 -1.758
H 1.012 -0.689 -2.452
H -1.080 -0.188 -3.277
H -1.980 -0.920 -2.309
*
```

- highest occupied orbital energy (eV) = -9.307

Results of the natural (NBO) charge analysis, in e, for atoms 1 through 6:
1 C -0.628
2 C -0.220
3 N -0.615
4 C 0.680
5 O -0.611
6 C -0.155


Energy comparison, zero being the most stable, in kcal/mol: model A 3.2; model B 0.0.


Model A:
DFT (ωB97M-V with the def2-TZVPD basis set) results for a 2-piece molecular cluster, C5H12N2O overall.

ORCA input file:
```
! RIJCOSX wB97M-V def2-TZVPD def2/J DEFGRID3
* xyz 0 1
C 0.260 0.669 2.661
N -0.004 0.493 1.382
C 0.625 1.261 0.362
C 1.491 2.272 0.595
C 0.162 1.082 -1.125
C -0.517 -0.319 -1.359
N 0.335 -1.464 -0.949
H 0.986 1.334 3.106
H -0.372 0.005 3.312
H 1.817 2.794 -0.311
H 2.091 2.586 1.474
H 0.981 1.063 -1.740
H -0.529 1.954 -1.471
H -0.843 -0.421 -2.412
H -1.512 -0.326 -0.824
H 0.177 -1.566 0.033
H 1.307 -1.301 -1.225
O -1.973 -2.909 -0.937
H -1.572 -2.477 -1.740
H -1.194 -3.368 -0.544
*
```

- highest occupied orbital energy (eV) = -9.212

Results of the natural (NBO) charge analysis, in e, for atoms 1 through 6:
1 C -0.028
2 N -0.460
3 C 0.135
4 C -0.410
5 C -0.439
6 C -0.236


Model B:
DFT (ωB97M-V with the def2-TZVPD basis set) results for C5H12N2O as an isolated structure.

ORCA input file:
```
! RIJCOSX wB97M-V def2-TZVPD def2/J DEFGRID3
* xyz 0 1
C 0.953 -0.505 -0.326
C -1.225 0.926 -0.154
C 1.771 -1.454 0.553
C -1.167 1.420 -1.557
C -0.278 -0.014 0.450
N -1.263 -1.066 0.819
O 1.723 0.602 -0.747
N -0.023 1.102 1.264
H 1.712 1.213 0.010
H 0.633 -1.019 -1.240
H -2.163 1.120 0.361
H -1.296 -1.895 0.234
H -1.199 -1.307 1.803
H -0.711 1.262 1.994
H 2.696 -1.701 0.036
H 1.233 -2.381 0.751
H 2.012 -0.964 1.495
H -2.020 2.062 -1.780
H -1.137 0.602 -2.276
H -0.248 1.997 -1.689
*
```

- highest occupied orbital energy (eV) = -8.265

Results of the natural (NBO) charge analysis, in e, for atoms 1 through 6:
1 C 0.094
2 C 0.072
3 C -0.634
4 C -0.683
5 C 0.129
6 N -0.873


Energy comparison, zero being the most stable, in kcal/mol: model A 0.0; model B 6.5.